(1)
{"formula": "C7H18O3", "method": "ωB97M-V/def2-TZVPD", "elements": ["O", "O", "O", "C", "C", "C", "C", "C", "C", "C", "H", "H", "H", "H", "H", "H", "H", "H", "H", "H", "H", "H", "H", "H", "H", "H", "H", "H"], "coordinates": [[-1.44, -2.59, -0.23], [2.39, -1.41, -1.12], [-0.57, -1.72, 2.08], [-2.59, 0.76, 0.23], [-1.29, 1.47, 0.38], [0.54, 0.79, -1.29], [-0.58, 1.81, -0.91], [2.81, -0.15, -0.64], [1.67, 0.81, -0.29], [-0.72, 1.63, 1.57], [-3.14, 0.95, -0.71], [0.23, -1.53, 1.59], [-2.52, -0.33, 0.12], [1.52, -1.41, -1.53], [3.45, 0.34, -1.39], [-1.35, 1.99, -1.66], [-3.37, 0.93, 0.97], [0.01, 2.73, -0.89], [0.10, 2.29, 1.76], [0.92, 1.03, -2.28], [-1.22, -1.16, 1.63], [2.03, 1.85, -0.15], [-1.43, -2.94, 0.67], [-1.03, 1.06, 2.44], [1.39, 0.75, 0.77], [0.05, -0.17, -1.32], [-1.14, -3.40, -0.66], [3.38, -0.40, 0.25]], "mulliken_charge": [-0.604, -0.525, -0.722, -1.415, 1.192, -0.324, -1.343, -0.606, -0.436, -1.113, 0.384, 0.370, 0.137, 0.356, 0.263, 0.434, 0.402, 0.429, 0.439, 0.321, 0.269, 0.361, 0.354, 0.258, 0.260, 0.256, 0.267, 0.334], "e_above_lowest_kj_mol": 99.19, "smiles": "C=C(C)CCCCO.O.O", "energy_ev": -13691.9735, "mol_weight_g_mol": 150.22, "homo_ev": -9.18}

=====

(2)
{"formula": "C7H19BrClF3N3OP2", "method": "ωB97M-V/def2-TZVPD", "elements": ["Br", "Cl", "P", "P", "F", "F", "F", "O", "N", "N", "N", "C", "C", "C", "C", "C", "C", "C", "H", "H", "H", "H", "H", "H", "H", "H", "H", "H", "H", "H", "H", "H", "H", "H", "H", "H", "H"], "coordinates": [[1.58, 4.18, -3.02], [3.47, 3.03, 0.22], [1.89, 4.47, 0.00], [-0.60, 5.23, -1.22], [1.11, 1.54, -1.37], [-0.75, 2.53, -0.03], [-0.78, 2.56, -2.42], [0.97, 4.42, 1.52], [0.06, 6.74, -1.28], [0.43, -3.14, 0.85], [0.78, 4.04, -1.33], [-0.82, -2.62, -1.32], [-1.08, -5.07, 1.35], [0.35, -3.28, -0.61], [0.95, -1.84, 1.32], [0.15, 2.67, -1.23], [-0.72, -3.61, 1.61], [0.03, -0.63, 1.18], [1.08, 3.50, 1.92], [1.29, -2.94, -1.06], [-1.45, -5.22, 0.33], [-1.77, -2.77, -0.81], [-1.58, 4.99, -2.26], [-1.89, -5.38, 2.03], [1.90, -1.63, 0.81], [-0.92, -3.04, -2.33], [-0.98, -0.83, 1.55], [-0.66, -1.54, -1.44], [-0.03, -0.29, 0.15], [1.21, -1.95, 2.38], [0.33, -4.36, -0.84], [-1.27, 5.09, 0.06], [-0.49, -3.54, 2.69], [-0.23, -5.73, 1.51], [0.44, 0.20, 1.77], [-1.61, -2.99, 1.44], [-0.39, 7.20, -2.12]], "mulliken_charge": [0.321, -0.124, 0.396, 0.225, -0.142, -0.209, -0.235, -0.449, -0.598, 0.150, -0.033, -0.761, -1.417, -0.704, -0.970, 0.821, -0.295, -0.344, 0.365, 0.315, 0.298, 0.235, 0.195, 0.428, 0.361, 0.377, 0.298, 0.104, -0.175, 0.399, 0.366, 0.227, 0.417, 0.329, 0.318, 0.247, 0.266], "e_above_lowest_kj_mol": 402.21, "energy_ev": -123367.6178, "mol_weight_g_mol": 395.55, "homo_ev": -10.12, "charge": 1}

=====

(3)
{"formula": "C7H19BrO8", "method": "ωB97M-V/def2-TZVPD", "elements": ["Br", "O", "O", "O", "O", "O", "O", "O", "O", "C", "C", "C", "C", "C", "C", "C", "H", "H", "H", "H", "H", "H", "H", "H", "H", "H", "H", "H", "H", "H", "H", "H", "H", "H", "H"], "coordinates": [[-3.80, 0.04, -1.14], [1.68, -2.38, -0.60], [-1.21, -1.24, 1.61], [-1.11, 2.14, 1.88], [3.43, 0.85, 1.91], [-0.68, -2.95, -3.22], [-0.69, -0.58, -2.87], [-2.73, -1.75, -2.95], [-4.07, -0.16, -3.95], [-1.29, -1.88, -3.02], [1.96, -1.00, -0.46], [-0.01, -1.37, 2.36], [4.55, 1.51, 1.35], [-1.46, 2.60, 3.18], [-3.04, -0.33, -2.93], [-1.68, 0.36, -3.38], [-1.71, 0.39, -4.53], [4.81, 2.38, 1.96], [0.27, -0.38, 2.74], [2.62, -0.85, 0.40], [-4.23, -1.10, -4.25], [-1.77, 1.47, 1.63], [-0.17, -2.05, 3.20], [5.39, 0.81, 1.34], [-1.42, 1.41, -3.01], [-0.73, 3.35, 3.49], [-1.44, 1.77, 3.88], [2.46, -0.63, -1.36], [0.78, -1.75, 1.72], [1.03, -0.45, -0.29], [1.10, -2.48, -1.36], [4.33, 1.82, 0.33], [2.70, 1.49, 1.91], [-2.45, 3.05, 3.15], [-1.44, -2.12, 1.29]], "mulliken_charge": [-0.137, -0.540, -0.411, -0.442, -0.457, -0.525, -0.266, -0.349, -0.483, 0.597, -0.700, -0.484, -0.604, -0.597, 0.549, -0.309, 0.240, 0.285, 0.109, 0.303, 0.354, 0.256, 0.336, 0.231, 0.308, 0.239, 0.267, 0.378, 0.240, 0.265, 0.287, 0.267, 0.280, 0.264, 0.246], "smiles": "O=C1OC[C@](O)(Br)O1.CO.CO.CO.CO", "energy_ev": -93986.7805, "mol_weight_g_mol": 311.12, "homo_ev": -9.96}

=====

(4)
{"formula": "C7H19Cl3O8P2", "method": "ωB97M-V/def2-TZVPD", "elements": ["Cl", "Cl", "Cl", "P", "P", "O", "O", "O", "O", "O", "O", "O", "O", "C", "C", "C", "C", "C", "C", "C", "H", "H", "H", "H", "H", "H", "H", "H", "H", "H", "H", "H", "H", "H", "H", "H", "H", "H", "H"], "coordinates": [[2.25, 1.99, 3.71], [1.75, 0.38, 1.34], [2.69, 3.09, 0.92], [-1.08, 3.08, -0.98], [0.13, -4.07, 0.48], [-0.39, 4.55, -0.87], [-1.12, 2.27, 0.25], [0.00, -5.72, 0.32], [1.61, -3.93, 1.01], [-0.33, -3.40, -0.77], [-0.34, 2.45, -2.33], [-2.51, 3.52, -1.61], [-0.70, -3.65, 1.82], [1.73, 2.00, 1.95], [-1.28, -6.34, 0.55], [-2.51, 4.15, -2.91], [0.99, 2.03, -2.22], [-0.75, -2.34, 2.32], [-0.46, 5.27, 0.33], [2.76, -4.25, 0.26], [-1.57, -6.89, -0.34], [3.54, -4.61, 0.93], [1.70, 2.80, -2.53], [2.61, -5.04, -0.47], [-1.27, 4.92, 0.97], [0.11, -1.74, 2.01], [-0.76, -2.28, 3.41], [-1.99, -5.54, 0.74], [-2.99, 3.43, -3.57], [-1.51, 4.47, -3.20], [0.68, 2.26, 1.93], [-1.22, -7.04, 1.39], [-3.20, 4.98, -2.96], [1.14, 1.44, -1.32], [0.99, 1.27, -3.00], [-1.63, -1.87, 1.88], [-0.76, 6.23, -0.09], [0.47, 5.49, 0.85], [3.20, -3.36, -0.19]], "mulliken_charge": [-0.167, -0.117, -0.127, 1.146, 0.975, -0.262, -0.636, -0.367, -0.202, -0.660, -0.343, -0.443, -0.312, 0.233, -0.598, -0.613, -0.390, -0.145, -0.778, -0.665, 0.247, 0.270, 0.224, 0.302, 0.377, -0.146, 0.277, 0.307, 0.253, 0.319, 0.111, 0.227, 0.253, 0.120, 0.256, 0.275, 0.310, 0.233, 0.255], "e_above_lowest_kj_mol": 117.59, "smiles": "COP(=O)(OC)OC.COP(=O)(OC)OC.ClC(Cl)Cl", "energy_ev": -80095.4488, "mol_weight_g_mol": 399.53, "homo_ev": -10.29}

=====

(5)
{"formula": "C7H19GaO3PS", "method": "ωB97M-V/def2-TZVPD", "elements": ["Ga", "S", "P", "O", "O", "O", "C", "C", "C", "C", "C", "C", "C", "H", "H", "H", "H", "H", "H", "H", "H", "H", "H", "H", "H", "H", "H", "H", "H", "H", "H", "H"], "coordinates": [[1.08, -0.38, 0.40], [-0.76, -1.93, 0.28], [0.42, 1.84, -0.05], [3.50, -1.27, -0.77], [-0.19, -3.27, 0.04], [-1.81, -1.48, -0.64], [-1.59, 1.50, 2.03], [-1.62, -2.12, 1.87], [-0.85, 1.59, -1.43], [-2.21, 2.28, -1.30], [4.26, -2.00, -1.69], [-0.56, 2.44, 1.40], [2.15, -1.01, -1.17], [-1.02, 0.52, -1.56], [-0.36, 1.94, -2.34], [-2.07, 1.94, 2.91], [1.75, -0.62, 1.82], [-2.36, 1.23, 1.32], [-2.52, 2.74, -2.24], [-1.09, 0.58, 2.35], [-1.63, -3.18, 2.09], [4.43, -3.03, -1.34], [2.14, -0.25, -1.97], [5.24, -1.53, -1.83], [3.77, -2.06, -2.67], [-2.63, -1.73, 1.75], [-2.23, 3.07, -0.55], [-2.99, 1.56, -1.03], [1.71, -1.93, -1.59], [-1.09, -1.57, 2.65], [0.19, 2.71, 2.15], [-1.04, 3.39, 1.13]], "mulliken_charge": [0.196, 1.034, -0.110, -0.330, -0.713, -0.747, -0.487, -1.116, -0.319, -1.162, -0.767, -0.968, -0.608, 0.200, 0.456, 0.419, -0.291, 0.145, 0.340, -0.086, 0.398, 0.250, 0.378, 0.223, 0.355, 0.284, 0.229, 0.246, 0.435, 0.273, 0.413, 0.430], "energy_ev": -86209.9503, "mol_weight_g_mol": 283.99, "homo_ev": -4.05, "charge": -1}

=====

(6)
{"formula": "C7H19IMoO2", "method": "ωB97M-V/def2-TZVPD", "elements": ["I", "Mo", "O", "O", "C", "C", "C", "C", "C", "C", "C", "H", "H", "H", "H", "H", "H", "H", "H", "H", "H", "H", "H", "H", "H", "H", "H", "H", "H", "H"], "coordinates": [[-0.16, -1.68, -1.25], [0.19, 0.24, 0.44], [-1.47, 0.10, 1.74], [1.09, -0.49, 2.41], [-0.79, 1.68, -0.81], [0.83, -0.64, -4.55], [0.82, 0.85, -4.86], [-1.28, -0.93, 2.82], [-1.70, 1.43, 2.27], [1.95, -1.63, 2.16], [0.09, -0.76, 3.47], [-2.49, 1.89, 1.65], [1.85, -1.02, -4.49], [1.35, -2.55, 2.08], [0.30, -1.20, -5.32], [1.46, 1.06, -5.72], [-1.16, 1.28, -1.76], [-1.58, 2.25, -0.30], [2.47, -1.43, 1.21], [0.35, -0.85, -3.59], [-1.37, -1.91, 2.32], [-2.08, -0.80, 3.56], [0.05, 2.38, -1.02], [-0.19, 1.20, -5.12], [-2.07, 1.34, 3.31], [0.11, 0.12, 4.14], [2.66, -1.71, 2.99], [0.36, -1.67, 4.01], [1.18, 1.45, -4.02], [-0.76, 2.02, 2.22]], "mulliken_charge": [0.302, 0.851, -0.446, -0.446, -0.797, -0.057, -0.902, -0.327, -0.619, -0.658, -0.373, 0.221, 0.339, 0.395, 0.323, 0.336, 0.280, 0.300, 0.287, -0.550, 0.296, 0.417, 0.467, 0.280, 0.419, 0.312, 0.304, 0.429, 0.230, 0.390], "energy_ev": -21597.6181, "s_squared": 2.146, "mol_weight_g_mol": 358.07, "homo_ev": [-16.75, -16.86], "charge": 2, "multiplicity": 3}

=====

no.,F_max (eV/A)
1,2.08
2,7.26
3,5.72
4,3.81
5,0.33
6,2.33